Entry 1:
The following is a DFT calculation (ωB97M-V with the def2-TZVPD basis set) of the molecule C3H7O2P.

Geometry as XYZ:
```
13
Properties=species:S:1:pos:R:3:nbo_charge:R:1
C -0.80966 -0.57811 -0.01676 0.1610
P 2.92273 -0.31530 -0.24291 0.8794
H 3.91268 -0.90944 0.49577 -0.1078
H -1.30171 1.20114 -1.08128 0.2301
H 1.05698 -2.21917 0.40952 0.1797
H -1.23967 -1.58364 -0.08628 0.1499
H -2.50204 -0.13264 -0.69488 0.2211
O 2.84480 1.11154 0.49609 -0.9680
O 0.41343 -0.32680 0.13239 -0.3778
C -1.71984 0.49363 -0.36041 -0.6765
H -2.11964 1.12810 0.52276 0.2146
C 1.43095 -1.16601 0.40929 -0.3864
H 2.49490 0.92665 1.38252 0.4807
```

* spin multiplicity: 1
* LUMO energy (spin up / spin down): 0.04 / 0.62 eV
* M: 106.06 Da
* charge: 0
* Kohn-Sham gap (spin up / spin down): 6.99 / 7.86 eV
* E_HOMO (spin up / spin down): -6.943 / -7.235 eV
* ΔE to the lowest compared entry with this formula, charge and spin: 105.00 kcal per mole



Entry 2:
The following is a DFT calculation (ωB97M-V with the def2-TZVPD basis set) of a cluster of 2 separate species, C3H7O2P2 in total.

Geometry as XYZ:
```
14
Properties=species:S:1:pos:R:3:nbo_charge:R:1
H -0.13746 -2.09877 -1.29023 -0.0378
P 1.14971 -1.93827 -0.93149 -0.0342
O -2.28295 0.06088 -0.66082 -0.7470
H 1.20100 1.39010 -1.00823 -0.1339
C -0.24202 0.29845 0.22894 -0.2555
O -1.84594 -1.26614 1.11386 -0.7198
P -0.23837 1.02937 -1.36411 0.4189
H 1.66156 0.53873 1.25032 0.2162
H 0.34590 1.39651 2.00356 0.2083
C -1.58221 -0.46314 0.24336 0.6669
C 0.57520 0.45376 1.46433 -0.7126
H -0.60758 2.38186 -0.96962 -0.0693
H 0.38992 -0.45566 2.18279 0.2408
H 1.61323 -1.32768 -2.26266 -0.0408
```

* spin multiplicity: 1
* LUMO energy (spin up / spin down): 2.71 / 3.44 eV
* M: 137.04 Da
* charge: -1
* Kohn-Sham gap (spin up / spin down): 6.44 / 7.66 eV
* E_HOMO (spin up / spin down): -3.729 / -4.222 eV
* ΔE to the lowest compared entry with this formula, charge and spin: 41.56 kcal per mole



Entry 3:
The following is a DFT calculation (ωB97M-V with the def2-TZVPD basis set) of a structure of composition C3H7O2S.

Geometry as XYZ:
```
13
Properties=species:S:1:pos:R:3:nbo_charge:R:1
S -0.48404 1.50866 0.08707 -0.4780
O 0.61334 -0.74331 -4.00869 -0.6971
H 0.78833 -0.72090 0.61959 0.1861
C -0.57313 -0.32331 2.26054 -0.6102
H -0.70797 -0.69058 -2.44614 0.0720
H -1.41566 -0.87481 1.85106 0.1941
C 0.17045 -0.28065 -2.95483 0.6329
H 1.11713 0.71675 1.56157 0.1794
O 0.70960 0.73968 -2.38798 -0.7317
H 0.06867 -1.03962 2.78451 0.1776
H 0.24068 1.02797 -1.31513 0.3760
H -0.84302 0.52267 2.88478 0.2010
C 0.31562 0.15745 1.06365 -0.5022
```

* spin multiplicity: 1
* LUMO energy: 3.85 eV
* M: 107.15 Da
* charge: -1
* Kohn-Sham gap: 7.67 eV
* E_HOMO: -3.812 eV
* ΔE to the lowest compared entry with this formula, charge and spin: 12.53 kcal per mole



Entry 4:
The following is a DFT calculation (ωB97M-V with the def2-TZVPD basis set) of a cluster of 2 separate species, C3H7O2S in total.

Geometry as XYZ:
```
13
Properties=species:S:1:pos:R:3:nbo_charge:R:1
H -0.94241 -0.38992 -2.30038 0.2047
S 0.87328 -1.23925 -1.50207 0.1383
H -0.87655 0.52805 -0.79066 0.2785
H 2.73267 -1.17798 0.47351 0.1832
H 1.64232 0.29727 0.50273 0.2276
C -0.22967 0.11299 -1.56361 -0.7740
C -1.62214 0.75349 1.51826 0.6082
H 1.12705 -1.51604 0.97245 0.2492
H -2.28841 1.26273 0.78770 0.0020
O -1.03223 -0.28875 1.04800 -0.8002
H 0.30441 0.96973 -1.95825 0.1848
C 1.65729 -0.77098 0.24190 -0.7126
O -1.34562 1.45865 2.57042 -0.7896
```

* spin multiplicity: 1
* LUMO energy: 3.34 eV
* M: 107.15 Da
* charge: -1
* Kohn-Sham gap: 7.57 eV
* E_HOMO: -4.231 eV
* ΔE to the lowest compared entry with this formula, charge and spin: 50.53 kcal per mole



Entry 5:
The following is a DFT calculation (ωB97M-V with the def2-TZVPD basis set) of a cluster of 2 separate species, C3H7O2S2 in total.

Geometry as XYZ:
```
14
Properties=species:S:1:pos:R:3:nbo_charge:R:1
S 1.35815 -0.13563 -1.67166 0.0934
H -0.56020 0.67078 -2.79033 0.2239
H -1.01405 -0.14003 -1.28846 0.2316
O -1.78114 0.18328 1.14178 -0.5759
H 0.58446 -0.06355 1.12270 0.2222
H -0.57507 -1.11835 -2.72136 0.2227
O -0.24372 1.83353 1.05685 -0.2135
C 1.36065 -0.82529 1.24951 -0.7337
C -1.41079 1.33584 1.25804 0.5525
H 2.29998 -0.36325 1.54815 0.2185
S 1.45131 -1.68622 -0.33036 0.1046
H -2.17252 2.07454 1.58319 0.1719
C -0.38390 -0.20580 -2.16475 -0.7485
H 1.08684 -1.55984 2.00668 0.2302
```

* spin multiplicity: 2
* LUMO energy (spin up / spin down): 0.78 / -3.85 eV
* M: 139.22 Da
* charge: 0
* Kohn-Sham gap (spin up / spin down): 9.59 / 4.86 eV
* E_HOMO (spin up / spin down): -8.808 / -8.712 eV
* ΔE to the lowest compared entry with this formula, charge and spin: 0.00 kcal per mole



Entry 6:
The following is a DFT calculation (ωB97M-V with the def2-TZVPD basis set) of a cluster of 2 separate species, C3H7O3 in total.

Geometry as XYZ:
```
13
Properties=species:S:1:pos:R:3:nbo_charge:R:1
H 1.74177 1.73303 2.33734 0.1957
H -0.01592 -1.70315 -0.71081 0.2240
C 0.68499 1.62780 2.05192 -0.7482
H 0.20906 2.50911 2.47523 0.1915
H 0.25421 0.71933 2.44815 0.1941
C -0.93048 -1.91055 -1.24282 -0.2451
O 1.24328 2.49237 -0.11313 -0.7854
H -0.54259 -1.28029 -3.02707 0.4632
O 0.27725 0.45336 0.02206 -0.8172
O -0.49874 -2.15111 -2.62091 -0.7573
H -1.73195 -1.18227 -1.18420 0.1715
H -1.45260 -2.82149 -0.92291 0.1390
C 0.76172 1.51387 0.48715 0.7742
```

* spin multiplicity: 1
* LUMO energy: 3.92 eV
* M: 91.09 Da
* charge: -1
* Kohn-Sham gap: 7.96 eV
* E_HOMO: -4.040 eV
* ΔE to the lowest compared entry with this formula, charge and spin: 29.80 kcal per mole



Entry 7:
The following is a DFT calculation (ωB97M-V with the def2-TZVPD basis set) of a cluster of 2 separate species, C3H7O3 in total.

Geometry as XYZ:
```
13
Properties=species:S:1:pos:R:3:nbo_charge:R:1
H 0.81944 -0.77203 1.41985 0.2211
C 1.61516 -1.48072 1.20818 -0.2509
H 2.30672 -1.00152 0.51115 0.1663
C -1.55613 2.14100 -1.23484 -0.7410
O -1.74166 0.39983 0.35829 -0.7952
C -1.07564 0.78902 -0.61959 0.7644
H -2.63338 2.28201 -1.11184 0.1893
O -0.06714 0.27911 -1.15587 -0.7941
H 1.47963 -3.38846 0.87574 0.4412
O 1.02794 -2.60840 0.55153 -0.7110
H -1.07579 2.92015 -0.62892 0.1927
H -1.26524 2.25352 -2.27761 0.1888
H 2.16609 -1.81351 2.10391 0.1285
```

* spin multiplicity: 1
* LUMO energy: 3.73 eV
* M: 91.09 Da
* charge: -1
* Kohn-Sham gap: 7.49 eV
* E_HOMO: -3.752 eV
* ΔE to the lowest compared entry with this formula, charge and spin: 31.88 kcal per mole



Entry 8:
The following is a DFT calculation (ωB97M-V with the def2-TZVPD basis set) of a cluster of 2 separate species, C3H7O3S in total.

Geometry as XYZ:
```
14
Properties=species:S:1:pos:R:3:nbo_charge:R:1
C -1.27801 -0.49838 -1.84167 0.7747
H 1.34694 -1.67606 1.51429 0.4835
O -2.46029 -0.45698 -1.44574 -0.7846
O 1.64242 -1.79605 2.42109 -0.9569
C 0.07612 1.19778 -0.59101 -0.3771
H -0.84737 1.76151 -0.67287 0.2200
H -0.37925 1.76138 1.69038 0.1161
O -0.77224 -0.62755 -2.95976 -0.7664
C -0.23540 -0.27304 -0.65204 -0.5599
H 1.09735 -1.21246 2.96937 0.4723
H 0.96788 1.60280 -1.07387 0.2078
S 0.84640 1.62724 1.17161 -0.2148
H 0.66947 -0.83436 -0.83190 0.1890
H -0.67403 -0.57582 0.30213 0.1964
```

* spin multiplicity: 1
* LUMO energy: 3.08 eV
* M: 123.15 Da
* charge: -1
* Kohn-Sham gap: 7.31 eV
* E_HOMO: -4.229 eV
* ΔE to the lowest compared entry with this formula, charge and spin: 10.00 kcal per mole



Entry 9:
The following is a DFT calculation (ωB97M-V with the def2-TZVPD basis set) of a cluster of 3 separate species, C3H7O3S in total.

Geometry as XYZ:
```
14
Properties=species:S:1:pos:R:3:nbo_charge:R:1
H -0.28986 -1.36219 -2.85595 0.4367
H 1.55423 0.06414 -0.44373 0.3180
C 0.09371 0.12128 1.05943 -0.0490
O -1.00878 -1.56405 2.26610 -0.6069
H 0.07645 0.86890 1.84681 0.2153
O 0.23844 -1.23748 -2.07405 -1.1595
C -0.53111 -1.15209 1.21026 0.6498
C 0.61262 0.58542 -0.22451 -0.7224
H -0.14919 0.23115 -0.97464 0.4026
H -2.04467 1.56802 -1.50950 -0.0141
H -0.19917 -1.51606 -0.64536 0.5142
H -1.48556 1.29561 -1.91416 0.0119
O -0.73596 -1.91835 0.13118 -0.6771
S 0.88677 2.34032 -0.46242 -0.3193
```

* spin multiplicity: 1
* LUMO energy: 1.04 eV
* M: 123.15 Da
* charge: -1
* Kohn-Sham gap: 5.36 eV
* E_HOMO: -4.327 eV
* ΔE to the lowest compared entry with this formula, charge and spin: 113.48 kcal per mole



Entry 10:
The following is a DFT calculation (ωB97M-V with the def2-TZVPD basis set) of a cluster of 2 separate species, C3H7O6P in total.

Geometry as XYZ:
```
17
Properties=species:S:1:pos:R:3:nbo_charge:R:1
H -0.09412 -2.70459 -1.45145 0.4677
O 1.59060 1.70970 1.03511 -0.7741
O 0.96969 -0.26225 2.51230 -1.0632
O -0.53354 -2.02982 -2.00654 -0.8225
H 0.63805 1.57036 -0.80997 0.0964
O -1.83118 -0.39710 0.44131 -0.8096
C -0.15932 -0.70381 -1.34072 -0.1517
H -1.93344 -1.08287 1.14427 0.4791
C -0.38250 -0.52830 0.11857 -0.3362
P 0.61306 -1.54820 1.34820 2.2998
H -0.45470 2.06331 0.66732 0.0868
H 0.97475 -0.68668 -1.45651 0.1872
C 0.58311 1.65528 0.28846 0.1289
O -0.24464 -2.53505 2.10358 -1.2185
H -0.61574 0.01737 -1.96126 0.1442
O 1.77930 -2.06950 0.59125 -1.2040
H 1.13805 0.56107 2.03667 0.4897
```

* spin multiplicity: 1
* LUMO energy (spin up / spin down): 6.54 / 6.54 eV
* M: 170.06 Da
* charge: -2
* Kohn-Sham gap (spin up / spin down): 5.48 / 5.48 eV
* E_HOMO (spin up / spin down): 1.061 / 1.060 eV
* ΔE to the lowest compared entry with this formula, charge and spin: 63.88 kcal per mole



Entry 11:
The following is a DFT calculation (ωB97M-V with the def2-TZVPD basis set) of a cluster of 2 separate species, C3H7OP in total.

Geometry as XYZ:
```
12
Properties=species:S:1:pos:R:3:nbo_charge:R:1
H -0.98562 -2.11375 0.52310 -0.0017
H 0.24812 0.95998 -2.34283 0.2184
P 0.33810 -1.87684 0.82782 0.1857
H -0.05606 -2.30491 2.11439 0.0103
O 0.46297 0.23404 2.40971 -0.5377
H 1.30086 1.44863 -0.27343 0.2083
C 0.25900 -0.09859 1.27614 0.3163
H -1.20550 0.58756 -1.54591 0.2120
C 0.22288 1.25822 -0.35153 -0.3952
C -0.18467 0.50815 -1.54235 -0.6532
H 0.14648 -0.51788 -1.30855 0.2115
H -0.54654 1.91540 0.21344 0.2254
```

* spin multiplicity: 1
* LUMO energy: 0.81 eV
* M: 90.06 Da
* charge: 0
* Kohn-Sham gap: 8.96 eV
* E_HOMO: -8.148 eV
* ΔE to the lowest compared entry with this formula, charge and spin: 66.28 kcal per mole



Entry 12:
The following is a DFT calculation (ωB97M-V with the def2-TZVPD basis set) of a cluster of 2 separate species, C3H7OS in total.

Geometry as XYZ:
```
12
Properties=species:S:1:pos:R:3:nbo_charge:R:1
C 0.69686 2.00156 0.31844 -0.5250
H 2.44992 1.66559 -0.74423 0.1404
S -1.85736 -0.43043 -0.61482 -0.7250
O 1.38228 -0.09165 -0.67269 -0.7562
H 0.43648 -0.36755 -0.87669 0.5126
H -0.34372 -1.97575 0.42656 0.1805
H -0.34703 1.85220 0.54064 0.2317
C 1.45999 1.26583 -0.51793 0.1532
H -1.59349 -2.97571 -0.11441 0.1667
C -1.42965 -1.98497 0.34001 -0.7280
H 1.10680 2.96153 0.63715 0.1665
H -1.96107 -1.92066 1.27796 0.1825
```

* spin multiplicity: 1
* LUMO energy: 4.18 eV
* M: 91.15 Da
* charge: -1
* Kohn-Sham gap: 6.81 eV
* E_HOMO: -2.635 eV
* ΔE to the lowest compared entry with this formula, charge and spin: 32.32 kcal per mole